{
  "formula": "C23H62BF4NO21P5S",
  "method": "wB97M-V/def2-TZVPD",
  "e_tot_ha": -5077.03652,
  "e_lumo_ha": -0.15514,
  "total_charge": 1,
  "homo_lumo_gap_ev": 6.6389,
  "max_force_ev_per_a": 9.847,
  "elements": ["S", "P", "P", "P", "P", "P", "F", "F", "F", "F", "O", "O", "O", "O", "O", "O", "O", "O", "O", "O", "O", "O", "O", "O", "O", "O", "O", "O", "O", "O", "O", "N", "C", "C", "C", "C", "C", "C", "C", "C", "C", "C", "C", "C", "C", "C", "C", "C", "C", "C", "C", "C", "C", "C", "C", "B", "H", "H", "H", "H", "H", "H", "H", "H", "H", "H", "H", "H", "H", "H", "H", "H", "H", "H", "H", "H", "H", "H", "H", "H", "H", "H", "H", "H", "H", "H", "H", "H", "H", "H", "H", "H", "H", "H", "H", "H", "H", "H", "H", "H", "H", "H", "H", "H", "H", "H", "H", "H", "H", "H", "H", "H", "H", "H", "H", "H", "H", "H"],
  "xyz": [[-0.53348, -0.06295, -3.61239], [-1.39705, -1.37140, 6.53918], [5.18894, -1.85023, 1.31075], [1.31093, 5.01043, 2.20040], [-5.20276, -5.51451, 1.49397], [-2.60719, 5.67709, -3.96989], [0.09950, -2.79774, -5.49961], [-2.46895, -0.85725, -5.13534], [-1.11896, 0.63257, -6.10276], [0.43721, -1.30506, -7.14889], [-3.76403, -5.69312, 1.95965], [-2.04279, 4.05805, -3.94641], [-5.13891, -6.97269, 0.59150], [4.97939, -1.80906, 2.93120], [-1.76017, 5.92639, -2.59156], [-4.04547, 5.28940, -3.66429], [-0.92638, -2.42432, -2.14256], [3.92122, -1.41275, 0.58846], [-0.88842, -0.89582, 8.10682], [-2.55946, -0.21934, 6.48948], [-6.23126, -6.18540, 2.57487], [-2.99970, 7.33935, -4.12402], [-5.35898, -4.03063, 2.33600], [4.74640, -3.50310, 1.35096], [2.72577, 4.85426, 2.73685], [-0.11347, -0.87274, 5.89014], [0.23054, 4.31384, 3.21181], [1.44681, 3.57490, 1.26517], [1.06807, 6.49351, 3.02088], [-2.03619, -2.00474, 5.08237], [5.84126, -0.26506, 1.29392], [1.53203, -1.77485, -2.23721], [-1.09237, -0.55694, -5.28921], [-1.92799, 8.26321, -4.34078], [4.44801, -2.02287, -5.35353], [1.85430, 1.04033, -4.97745], [4.37554, -0.69555, 3.57474], [-1.81436, -1.05464, 9.18620], [-6.34264, -7.42040, -0.03947], [-0.47671, -1.69963, -6.13275], [-2.37690, 3.27831, -5.09024], [-1.44132, -3.22379, 4.64272], [3.30549, 0.33622, -4.76294], [-6.00196, -7.47869, 3.11138], [7.08219, -0.04567, 1.97304], [0.28857, 3.13079, 0.55749], [-2.27426, 6.70070, -1.51995], [3.91870, -3.26183, -4.45445], [-2.28328, 1.12342, 6.84898], [-4.70095, -2.93336, 1.72110], [0.45436, 3.01498, 3.73799], [1.73330, 7.61336, 2.44261], [4.87213, -4.18789, 0.10828], [3.28542, -0.98565, -5.68877], [1.01176, 1.03119, -3.65431], [0.11679, -1.55923, -2.57756], [-2.20984, 6.11475, -0.60108], [-0.32573, 2.35319, 3.35347], [1.66770, 0.84426, -2.73743], [-6.03642, -7.42108, 4.20056], [-2.87173, 1.37023, 7.73597], [5.87454, -4.04937, -0.30349], [-1.89297, 8.95738, -3.50263], [-6.61699, -8.38636, 0.38139], [4.12567, -3.82701, -0.60327], [7.79802, 0.38685, 1.27095], [-0.54623, -3.22077, -1.71840], [2.78689, -3.31511, -4.41234], [5.12009, -0.23142, 4.22560], [-2.03254, -0.07306, 9.60414], [-5.01400, -2.84048, 0.67819], [0.53813, 3.03121, -0.50266], [-3.45052, 3.08067, -5.12209], [-2.01890, -3.60654, 3.80006], [-2.60681, 1.78009, 6.03917], [-7.16669, -6.71866, 0.10313], [-1.22825, 1.30967, 7.05146], [0.00338, 2.15038, 0.93763], [-3.61772, -3.06374, 1.77331], [0.36188, 3.04568, 4.82476], [-1.63916, 7.58208, -1.40227], [4.25860, -4.24783, -4.91960], [-2.12998, 8.83182, -5.25072], [-2.74582, -1.52326, 8.86283], [1.38779, 0.63833, -5.91778], [6.91576, 0.66848, 2.77773], [3.55597, -1.05069, 4.20181], [-0.55160, 3.81879, 0.67074], [3.51149, 0.10247, -3.66950], [2.81395, 7.52130, 2.56820], [4.70905, -5.25160, 0.28342], [0.58850, 2.08305, -3.48948], [-1.34982, -1.66466, 9.96380], [-0.96355, 7.75976, -4.43179], [7.49116, -0.96815, 2.38923], [-3.30731, 7.01756, -1.66261], [-5.04591, -7.90863, 2.81223], [-4.97397, -2.02067, 2.25149], [2.17434, -1.54524, -3.00662], [5.39544, -1.56091, -4.94607], [4.14872, 0.98864, -5.15095], [-1.45864, -3.96269, 5.44668], [2.30279, -1.51068, -5.42445], [-6.81256, -8.13391, 2.78340], [2.11556, 2.13259, -5.20803], [3.98873, 0.04959, 2.87935], [1.48899, 7.69494, 1.38083], [3.26920, -0.63841, -6.76534], [-6.15498, -7.55075, -1.10753], [1.43234, 2.60723, 3.48239], [-2.06656, 3.79487, -6.00168], [-1.33245, -2.14745, -6.75098], [4.73971, -2.50494, -6.35103], [4.28403, -3.15460, -3.38722], [-0.41288, -3.05226, 4.31769], [1.83832, -1.16970, -1.45095], [1.39323, 8.51592, 2.95107], [-1.84778, 2.33540, -5.02718]]
}

{
  "formula": "C5H7ClO2",
  "method": "wB97M-V/def2-TZVPD",
  "e_tot_ha": -805.31223,
  "e_lumo_ha": 0.03111,
  "total_charge": 0,
  "relative_energy_kj_mol": 198.75,
  "homo_lumo_gap_ev": 10.6540,
  "max_force_ev_per_a": 2.848,
  "elements": ["Cl", "O", "O", "C", "C", "C", "C", "C", "H", "H", "H", "H", "H", "H", "H"],
  "xyz": [[-1.16573, -0.49296, -1.72018], [0.57743, 1.26796, 1.39307], [2.09703, -0.09361, -0.41191], [0.52580, -0.28572, 1.47361], [-0.35984, 1.41901, 0.22856], [-0.95618, -0.60051, 1.15778], [-0.45062, -0.00046, -0.22680], [0.91486, -0.69904, 0.04095], [-0.96133, -1.69323, 1.27009], [-1.82073, -0.20749, 1.66385], [-1.36393, 1.73951, 0.53095], [0.95686, -1.83627, -0.12829], [1.12599, -0.72635, 2.32391], [0.13441, 2.09767, -0.48973], [2.30634, 0.61190, 0.17828]]
}

{
  "formula": "C5H10O",
  "method": "wB97M-V/def2-TZVPD",
  "smiles": "OC1CCCC1",
  "e_tot_ha": -271.72672,
  "e_lumo_ha": 0.03586,
  "total_charge": 0,
  "relative_energy_kj_mol": 67.98,
  "homo_lumo_gap_ev": 11.2210,
  "max_force_ev_per_a": 1.670,
  "elements": ["O", "C", "C", "C", "C", "C", "H", "H", "H", "H", "H", "H", "H", "H", "H", "H"],
  "xyz": [[0.28173, 1.20687, 1.19557], [-1.23815, -0.33075, 0.45637], [-0.57875, 0.96434, 0.06645], [-0.00741, -1.29228, 0.38489], [1.16811, -0.51327, -0.29614], [0.35534, 0.54797, -1.07228], [1.79625, -1.12051, -0.94394], [-2.05283, -0.60429, -0.22572], [0.24562, -1.64452, 1.38613], [0.67149, 2.02610, 0.92137], [0.88887, 1.37222, -1.56323], [-0.25981, -2.15255, -0.23586], [-1.24438, 1.82768, -0.12736], [-1.66503, -0.22703, 1.45943], [1.86491, -0.09601, 0.44913], [-0.22595, 0.03603, -1.85480]]
}

{
  "formula": "C23H55O3S",
  "method": "wB97M-V/def2-TZVPD",
  "e_tot_ha": -1532.95467,
  "e_lumo_ha": -0.10920,
  "total_charge": 1,
  "homo_lumo_gap_ev": 9.1841,
  "max_force_ev_per_a": 0.262,
  "elements": ["S", "O", "O", "O", "C", "C", "C", "C", "C", "C", "C", "C", "C", "C", "C", "C", "C", "C", "C", "C", "C", "C", "C", "C", "C", "C", "C", "H", "H", "H", "H", "H", "H", "H", "H", "H", "H", "H", "H", "H", "H", "H", "H", "H", "H", "H", "H", "H", "H", "H", "H", "H", "H", "H", "H", "H", "H", "H", "H", "H", "H", "H", "H", "H", "H", "H", "H", "H", "H", "H", "H", "H", "H", "H", "H", "H", "H", "H", "H", "H", "H", "H"],
  "xyz": [[-0.76811, -2.93815, 0.88005], [1.26727, -4.10625, -5.47913], [-2.19635, -1.18392, -3.06721], [-2.78698, 3.21233, 5.04858], [-3.04483, 4.62039, 4.98602], [3.03879, -5.61386, -6.18074], [2.82516, -3.29866, -7.15839], [-1.57716, -0.02072, 1.86679], [2.09179, -4.49773, -6.58376], [2.09073, -0.93714, 3.54090], [2.20864, 0.05900, 0.23749], [-1.86658, -0.36008, 0.40775], [-2.20828, 1.30751, 2.29453], [3.27748, -1.02173, 0.41077], [-1.34086, 2.53449, 2.00476], [0.01095, 2.50788, 2.73652], [1.47366, 2.48681, 0.53499], [-4.53750, 4.89289, 4.93246], [-1.74501, -2.54118, -5.03210], [-2.85603, -0.28215, -5.22108], [3.13482, -1.82456, 2.84313], [-1.01318, -1.47607, -0.18496], [-2.36672, 5.34325, 6.13612], [-1.85562, -1.13867, -4.46850], [3.96429, -1.09771, 1.77812], [2.65732, 1.51901, 0.35386], [1.24788, 3.00637, 1.97127], [-1.90295, 3.40086, 2.35690], [3.51464, -2.88595, -6.41564], [-4.73655, 5.95981, 4.82743], [2.80312, -1.99786, 0.23541], [-1.44327, -2.52071, -6.07889], [0.05968, -2.39474, 1.79932], [-3.16511, 2.88197, 5.87239], [3.40905, -3.58009, -8.03519], [-1.29697, 5.13593, 6.14520], [0.00863, -1.15183, -0.38409], [4.92370, -1.60324, 1.65990], [-5.01623, 4.55199, 5.85474], [1.11361, -1.41976, 3.64523], [-1.84526, -2.82290, 1.68242], [2.12156, 2.74623, 2.57550], [2.48492, -6.46210, -5.77998], [1.38548, -0.11353, 0.94399], [3.62765, -5.95405, -7.03304], [3.37840, 1.64548, 1.16409], [-2.58651, 4.93213, 4.04373], [3.73433, -5.26048, -5.41341], [1.85158, -3.76854, -4.78989], [-1.00701, -3.13041, -4.49051], [-2.78927, 5.01429, 7.08969], [-2.41358, 1.29711, 3.36546], [3.80753, -2.24279, 3.59213], [-3.85107, -0.73405, -5.17490], [0.21201, 1.50164, 3.11653], [0.57013, 1.98752, 0.16688], [-2.91117, 0.71867, -4.79413], [1.61097, 3.34204, -0.12682], [-3.07130, -1.58817, -3.00862], [2.40897, -0.67072, 4.54815], [-1.42805, -1.87227, -1.11048], [-2.51229, 6.42123, 6.06042], [-2.71359, -3.04698, -4.96910], [1.93480, -0.00118, 3.00243], [1.78396, -0.05775, -0.76771], [-0.87616, -0.65628, -4.48757], [2.12118, -2.51819, -7.44595], [4.19955, -0.09438, 2.14427], [-2.57810, -0.19739, -6.27172], [-0.49544, 0.01348, 2.03312], [-4.99570, 4.36904, 4.09380], [-2.92443, -0.60074, 0.28265], [1.38070, -4.87523, -7.32138], [2.65385, -2.69359, 2.37695], [-0.08726, 3.12176, 3.63400], [4.02174, -0.91869, -0.38259], [3.19287, 1.77167, -0.56484], [1.22806, 4.09809, 1.95229], [-3.16931, 1.40806, 1.78226], [-1.96149, -0.81842, 2.51336], [-1.66373, 0.50427, -0.22969], [-1.22640, 2.67847, 0.92732]]
}

{
  "formula": "C4H9N4",
  "method": "wB97M-V/def2-TZVPD",
  "smiles": "CN1CNC(=[NH2+])C=N1",
  "e_tot_ha": -376.52535,
  "e_lumo_ha": -0.16333,
  "total_charge": 1,
  "relative_energy_kj_mol": 214.35,
  "homo_lumo_gap_ev": 8.7406,
  "max_force_ev_per_a": 2.857,
  "elements": ["N", "N", "N", "N", "C", "C", "C", "C", "H", "H", "H", "H", "H", "H", "H", "H", "H"],
  "xyz": [[-0.47926, 1.51648, -2.49445], [0.21961, -1.30496, -0.35891], [-0.31922, 1.36679, -0.21858], [0.39261, -0.82925, 0.81334], [0.11720, 0.70623, 1.07540], [0.17649, -0.55051, -1.44709], [0.44897, -1.80107, 1.89734], [-0.13912, 0.81182, -1.43223], [1.02169, 1.19529, 1.62569], [-0.24763, -1.70348, 2.77042], [-0.61710, 0.81630, 1.92369], [1.42349, -1.73600, 2.30012], [0.10981, -2.75540, 1.64856], [-0.67030, 0.95091, -3.27293], [-0.48368, 2.50176, -2.37521], [-1.13654, 1.94566, -0.17433], [0.18298, -1.13054, -2.28083]]
}

{
  "formula": "C4H9N",
  "method": "wB97M-V/def2-TZVPD",
  "smiles": "C=CC.C=N",
  "e_tot_ha": -212.40434,
  "e_lumo_ha": 0.02662,
  "total_charge": 0,
  "relative_energy_kj_mol": 385.52,
  "homo_lumo_gap_ev": 9.0788,
  "max_force_ev_per_a": 3.690,
  "elements": ["N", "C", "C", "C", "C", "H", "H", "H", "H", "H", "H", "H", "H", "H"],
  "xyz": [[0.24856, -3.94907, 0.03372], [-0.37930, 1.71304, 1.01275], [1.48357, -3.87060, -0.07710], [-0.71647, 2.84722, -1.28793], [-0.79970, 1.76227, -0.39082], [-0.47662, 2.57735, -2.34613], [0.32958, 2.48576, 1.22642], [2.13288, -4.62257, -0.62892], [-1.38929, 0.89430, -0.61407], [1.93756, -2.80175, 0.16559], [-1.13030, 3.91603, -0.92920], [-0.11972, -3.38961, 0.80445], [0.14509, 0.75735, 1.36516], [-1.26583, 1.68030, 1.66611]]
}